C6H39N2O11 | ωB97M-V/def2-TZVPD

Values from the calculation:
* molecular weight: 315.4 g mol⁻¹
* ΔE to the lowest compared entry with this formula, charge and spin: 194.8 kJ/mol
* highest occupied orbital energy: -11.903 eV
* total charge: +1

Each line ends with the natural charge from an NBO analysis.
Atoms and positions in Å:
O -4.071 -0.259 0.811  -0.9812
H 4.420 0.959 -3.004  0.2159
H -1.759 3.726 2.867  0.4959
O -1.362 1.761 -2.064  -1.0153
H -3.808 -1.064 0.330  0.5021
H -1.090 2.474 -2.636  0.4860
H 1.618 3.572 2.046  0.4798
H 0.752 -0.965 -1.684  0.1917
C 1.168 -0.642 2.900  -0.4101
O -1.728 -4.222 -1.144  -0.9983
H 3.598 3.678 -0.952  0.4756
H 5.194 -0.221 -1.973  0.2204
H 2.243 1.279 -0.820  0.4073
O -3.520 -2.211 -1.366  -1.0109
H -0.830 -3.831 -1.255  0.5046
H 1.684 0.103 3.485  0.2544
C 4.403 0.531 -2.004  -0.6254
H -0.060 0.538 1.689  0.4581
H 0.339 -0.985 3.502  0.2309
H -1.778 1.900 -0.014  0.5200
H -4.290 -2.783 -1.279  0.4849
H -1.686 -5.143 -1.392  0.4913
H 0.772 -2.878 -2.439  0.4905
O -2.953 0.042 -3.188  -0.9731
O 0.266 1.223 4.614  -0.9831
O -1.919 1.531 0.867  -1.0394
H -0.054 2.083 4.281  0.4973
N 0.765 -0.063 1.584  -0.5321
H 0.134 3.397 1.720  0.5039
H -0.331 1.141 5.370  0.4804
H 4.426 1.372 -1.323  0.2174
H 2.672 -0.439 -2.712  0.1617
H -0.938 -2.437 1.075  0.2281
H 1.771 -1.522 2.677  0.2050
H 3.342 -1.357 -1.418  0.1757
H -1.747 2.168 2.800  0.5120
H -1.765 1.018 -2.569  0.5111
H -5.003 -0.432 0.975  0.4877
C 3.137 -0.341 -1.733  -0.2004
H -2.768 -2.848 -1.415  0.5153
H 1.505 0.588 1.304  0.4513
H 1.314 -1.875 0.636  0.2233
O 0.760 -3.400 -1.634  -0.9501
H -1.237 -1.622 -0.485  0.2147
N 2.261 0.270 -0.709  -0.6852
C 0.907 -0.296 -0.834  -0.2749
O -1.326 2.938 3.201  -0.9920
H 0.117 0.398 -1.159  0.2599
C -0.846 -1.497 0.525  -0.6399
H -1.471 -0.780 1.038  0.2296
H 2.271 3.537 -0.163  0.4953
H 1.454 -4.059 -1.759  0.4998
C 0.633 -1.049 0.451  -0.0373
H -2.749 1.024 0.839  0.5153
O 2.699 3.359 -1.012  -0.9666
H -3.113 -0.192 -4.107  0.4887
H -3.433 -0.608 -2.657  0.5141
O 1.011 3.412 1.316  -0.9819

Cartesian forces, eV/Å:
-0.1 -0.6 -0.1
-0.3 -0.1 -0.1
-0.4 -0.1 0.0
0.2 -0.3 0.9
0.3 0.2 -0.2
0.0 0.1 -0.4
-0.1 0.1 0.1
0.8 -0.4 0.2
0.3 -0.9 -0.2
0.2 0.7 0.2
0.2 0.2 0.1
0.7 0.9 0.4
0.1 0.0 -0.4
0.1 0.1 0.0
-0.4 -0.7 0.0
0.2 -0.1 -0.1
-0.6 -1.5 -0.1
-0.3 -0.3 -0.3
-0.4 0.1 -0.3
0.0 -0.1 -0.4
0.0 0.0 -0.1
0.1 -0.3 -0.2
0.0 0.1 -0.2
-0.2 -0.3 -0.3
-0.8 0.9 0.4
0.1 -0.1 0.6
0.2 -0.2 -0.2
1.0 0.5 0.6
-0.1 -0.1 0.1
0.3 -0.4 0.1
0.6 -0.2 0.5
-0.7 0.0 -0.1
-0.1 0.0 -0.2
0.3 0.3 0.1
0.5 -0.2 0.2
-0.2 0.3 -0.5
-0.1 0.8 -0.1
-0.1 0.4 0.2
0.3 1.5 -0.2
-0.5 0.0 0.1
0.3 -0.1 -0.1
0.2 0.2 -0.1
0.4 -0.1 0.0
0.0 -0.1 0.1
-0.6 -0.4 -1.3
0.2 0.1 0.0
0.5 0.2 0.4
0.2 0.6 1.1
0.6 -1.0 0.0
0.0 0.2 -0.1
-0.1 0.2 -0.1
-0.1 -0.1 0.1
-2.7 0.7 0.3
-0.1 0.0 -0.2
-0.2 -0.3 -0.1
0.0 0.0 0.0
0.1 -0.2 0.2
0.3 -0.2 0.0